1.
# C48H62As3ClCsF3N6O4P

C48H62As3ClCsF3N6O4P as an isolated structure (ωB97M-V/def2-TZVPD, the OMol25 dataset).

**ΔE to the lowest compared entry with this formula, charge and spin**: 137.9 kJ/mol
**Frontier orbital gap**: 4.6 eV
**Net charge**: -1

Last column: Löwdin charge in e.
Atoms and positions in Å:
Cs -0.101 -0.088 -0.061  1.150
Cl -0.349 -7.010 3.686  0.588
C 0.028 -5.381 3.173  -0.694
C -0.616 -4.302 3.798  -0.122
C -0.337 -3.016 3.429  -0.009
C 0.610 -2.717 2.389  -0.425
O 0.880 -1.556 2.014  -0.220
C 1.248 -3.858 1.757  -0.140
C 2.225 -3.712 0.720  -0.093
N 2.594 -2.635 0.108  0.107
C 3.708 -2.700 -0.702  -0.237
C 4.895 -3.292 -0.306  -0.032
C 6.043 -3.247 -1.117  -0.094
C 6.034 -2.596 -2.319  -0.066
C 4.850 -1.959 -2.760  -0.179
C 4.788 -1.238 -3.975  -0.022
C 3.623 -0.618 -4.328  -0.050
C 2.515 -0.733 -3.464  -0.136
N 2.528 -1.407 -2.343  0.125
C 3.679 -2.014 -1.964  -0.181
C 0.941 -5.164 2.175  -0.091
H -1.341 -4.504 4.577  0.096
H -0.836 -2.176 3.900  0.103
H 2.697 -4.665 0.433  0.122
H 4.949 -3.773 0.662  0.108
H 6.945 -3.732 -0.765  0.099
H 6.919 -2.552 -2.942  0.104
H 5.671 -1.185 -4.601  0.113
H 3.524 -0.042 -5.237  0.106
H 1.589 -0.227 -3.717  0.072
H 1.426 -6.011 1.702  0.104
C -4.899 -1.915 -1.467  -0.335
As -3.089 -1.131 -1.275  1.070
C -2.519 -2.432 0.122  -0.344
C -2.125 -2.061 -2.757  -0.365
C -2.226 -1.544 -4.211  -0.682
C -1.724 -2.712 -5.087  -0.112
C -1.335 -0.327 -4.520  -0.365
As -1.084 1.310 -3.303  1.034
C -2.836 2.115 -3.646  -0.311
C -0.018 2.204 -4.698  -0.309
C -3.697 -1.264 -4.540  -0.386
As -4.211 -1.143 -6.459  1.120
C -4.137 0.801 -6.764  -0.357
C -6.147 -1.194 -6.089  -0.361
H -5.483 -1.362 -2.201  0.001
H -5.395 -1.836 -0.499  0.011
H -4.856 -2.967 -1.756  0.023
H -2.707 -3.448 -0.231  0.029
H -3.067 -2.248 1.046  0.019
H -1.456 -2.337 0.354  -0.057
H -2.504 -3.090 -2.718  0.070
H -1.068 -2.114 -2.465  0.064
H -0.745 -3.044 -4.733  0.081
H -1.621 -2.414 -6.132  0.050
H -2.408 -3.565 -5.042  0.078
H -1.589 0.023 -5.532  0.047
H -0.309 -0.710 -4.603  0.039
H -3.134 1.932 -4.678  -0.018
H -2.744 3.180 -3.448  0.003
H -3.560 1.677 -2.957  0.002
H -0.638 2.418 -5.571  0.019
H 0.795 1.543 -5.003  -0.004
H 0.367 3.127 -4.273  -0.001
H -4.058 -0.359 -4.043  0.054
H -4.304 -2.100 -4.176  0.058
H -3.102 1.131 -6.835  0.001
H -4.632 1.343 -5.958  0.014
H -4.637 1.025 -7.707  0.010
H -6.426 -2.198 -5.772  0.009
H -6.693 -0.951 -7.000  0.007
H -6.413 -0.481 -5.308  0.020
C -0.118 0.437 7.579  -0.047
C -1.549 0.746 7.159  -0.313
C -2.507 -0.243 7.812  -0.153
C -3.940 0.070 7.422  -0.137
C -4.068 0.073 5.926  -0.143
C -5.260 -0.243 5.312  0.038
C -5.355 -0.242 3.927  -0.260
F -6.553 -0.552 3.377  0.047
C -4.288 0.053 3.127  0.071
C -3.068 0.375 3.730  -0.037
C -1.915 0.669 2.846  -0.320
O -2.023 0.457 1.641  -0.198
C -0.731 1.140 3.529  -0.021
C -0.707 1.094 4.882  0.019
N -1.721 0.702 5.696  0.018
C -2.950 0.389 5.127  -0.080
C 0.532 1.645 2.826  -0.666
O 1.582 1.724 3.502  -0.036
O 0.378 1.934 1.622  -0.252
H -0.096 0.275 8.657  0.080
H 0.579 1.242 7.356  0.077
H 0.237 -0.470 7.087  0.099
H -1.817 1.757 7.494  0.155
H -2.377 -0.192 8.894  0.117
H -2.237 -1.256 7.498  0.134
H -4.221 1.049 7.824  0.125
H -4.633 -0.655 7.852  0.117
H -6.138 -0.500 5.893  0.126
H -4.351 0.050 2.048  0.129
H 0.224 1.380 5.347  0.122
F -1.433 4.893 -2.473  -0.193
C -0.646 3.801 -1.976  -0.320
F 0.714 4.354 -2.098  -0.259
H -0.799 3.906 -0.887  0.030
C 5.284 1.364 -0.552  -0.122
N 4.397 1.108 0.655  -0.064
C 4.473 2.308 1.614  -0.105
N 4.193 3.519 0.929  -0.145
C 5.070 3.684 -0.219  -0.178
N 4.960 2.595 -1.188  -0.145
C 3.624 2.558 -1.819  -0.292
P 2.215 2.330 -0.630  1.028
C 2.966 0.865 0.262  -0.323
C 2.771 3.627 0.561  -0.281
H 5.150 0.514 -1.226  0.132
H 6.310 1.390 -0.176  0.136
H 4.735 0.277 1.143  0.179
H 5.496 2.309 2.001  0.136
H 3.735 2.119 2.400  0.128
H 6.106 3.724 0.132  0.126
H 4.829 4.622 -0.718  0.133
H 3.623 1.769 -2.576  0.074
H 3.454 3.500 -2.345  0.092
H 2.967 -0.007 -0.400  0.044
H 2.478 0.614 1.207  0.069
H 2.150 3.545 1.453  0.082
H 2.595 4.601 0.099  0.097

---

2.
# C48H62F11NO34S2

A 11-piece molecular cluster, C48H62F11NO34S2 overall (ωB97M-V/def2-TZVPD, the OMol25 dataset).

**Frontier orbital gap**: 9.7 eV
**SMILES**: CCCCCCCCCCCCC[C@]1([C@H](C)F)OS(=O)(=O)O[C@H]1N=C=S.O=C1OC[C@@H](F)O1.O=C1OC[C@@H](F)O1.O=C1OC[C@@H](F)O1.O=C1OC[C@@H](F)O1.O=C1OC[C@@H](F)O1.O=C1OC[C@@H](F)O1.O=C1OC[C@@H](F)O1.O=C1OC[C@@H](F)O1.O=C1OC[C@@H](F)O1.O=C1OC[C@@H](F)O1

Last column: Löwdin charge in e.
Atoms and positions in Å:
C -1.879 2.261 1.613  -0.079
C -1.728 3.689 1.047  -0.230
C -2.265 3.860 -0.383  -0.203
C -1.948 2.716 -1.364  -0.218
C -0.474 2.282 -1.492  -0.162
C -0.412 0.771 -1.893  -0.183
C 0.174 -0.090 -0.756  -0.215
C -0.095 -1.583 -0.980  -0.176
C -1.540 -2.048 -0.623  -0.175
C -2.289 -1.060 0.280  -0.218
C -3.591 -1.599 0.875  -0.175
C -4.785 -1.390 -0.106  -0.149
C -5.606 -0.181 0.393  -0.095
C -6.376 0.604 -0.694  -0.300
C -7.523 1.410 -0.026  -0.303
C -8.866 1.267 -0.735  0.004
F -7.190 2.730 0.195  0.009
O -6.986 -0.442 -1.505  -0.158
S -6.503 -0.491 -3.009  0.608
O -7.489 0.030 -3.886  -0.213
O -5.945 -1.761 -3.314  -0.216
O -5.304 0.561 -2.836  -0.148
C -5.400 1.362 -1.634  -0.229
N -5.779 2.708 -1.989  0.124
C -5.811 3.078 -3.150  -0.739
S -6.223 3.585 -4.566  0.797
H -0.893 1.811 1.749  0.069
H -2.322 2.283 2.599  0.039
H -2.452 1.602 0.967  0.043
H -2.242 4.385 1.710  0.089
H -0.669 3.950 1.088  0.099
H -1.930 4.816 -0.792  0.106
H -3.358 3.928 -0.311  0.099
H -2.546 1.856 -1.069  0.048
H -2.281 3.041 -2.354  0.112
H 0.060 2.371 -0.547  0.096
H 0.004 2.875 -2.271  0.106
H -1.409 0.413 -2.162  0.098
H 0.241 0.641 -2.757  0.107
H -0.123 0.265 0.227  0.081
H 1.256 0.059 -0.819  0.094
H 0.621 -2.212 -0.450  0.104
H 0.060 -1.782 -2.044  0.106
H -1.465 -2.988 -0.070  0.108
H -2.126 -2.241 -1.522  0.097
H -1.630 -0.806 1.111  0.114
H -2.512 -0.169 -0.310  0.079
H -3.511 -2.653 1.138  0.106
H -3.833 -1.031 1.775  0.098
H -5.442 -2.258 -0.094  0.110
H -4.370 -1.219 -1.100  0.102
H -6.319 -0.564 1.122  0.116
H -4.929 0.543 0.859  0.135
H -7.658 0.961 0.961  0.113
H -8.791 1.341 -1.818  0.083
H -9.229 0.262 -0.517  0.093
H -9.593 1.960 -0.315  0.087
H -4.412 1.252 -1.193  0.133
O 2.419 1.595 1.671  0.174
C 3.328 0.914 1.330  -0.543
O 4.389 0.596 2.107  0.076
C 5.190 -0.348 1.383  -0.050
C 4.791 -0.072 -0.039  -0.287
F 4.833 -1.228 -0.776  0.049
O 3.444 0.344 0.093  0.120
H 4.932 -1.362 1.682  0.116
H 6.249 -0.181 1.566  0.137
H 5.361 0.710 -0.536  0.135
O 5.840 2.651 -0.501  0.167
C 6.303 3.214 0.440  -0.524
O 6.592 4.530 0.476  0.094
C 6.992 4.856 1.816  -0.036
C 7.451 3.520 2.330  -0.307
F 7.221 3.384 3.657  0.088
O 6.626 2.611 1.616  0.128
H 6.133 5.238 2.369  0.154
H 7.779 5.604 1.824  0.122
H 8.498 3.293 2.121  0.165
O 4.895 -3.592 1.567  0.176
C 5.974 -3.933 1.214  -0.540
O 6.329 -5.207 0.942  0.086
C 7.668 -5.198 0.429  -0.039
C 8.202 -3.900 0.986  -0.307
F 9.104 -3.324 0.156  0.079
O 7.039 -3.090 1.038  0.113
H 7.647 -5.185 -0.662  0.123
H 8.217 -6.071 0.770  0.143
H 8.636 -3.974 1.986  0.173
O 8.397 -4.984 -3.218  0.183
C 7.704 -4.047 -3.428  -0.544
O 6.953 -3.420 -2.494  0.064
C 6.367 -2.259 -3.095  -0.045
C 6.393 -2.625 -4.559  -0.295
F 6.571 -1.538 -5.357  0.064
O 7.540 -3.453 -4.648  0.129
H 6.989 -1.388 -2.887  0.151
H 5.370 -2.086 -2.710  0.124
H 5.520 -3.180 -4.906  0.180
O 6.418 -4.014 -10.774  0.187
C 6.895 -3.228 -10.031  -0.546
O 6.319 -2.799 -8.879  0.074
C 7.262 -1.967 -8.194  -0.063
C 8.157 -1.516 -9.325  -0.312
F 9.438 -1.334 -8.919  0.076
O 8.102 -2.614 -10.215  0.132
H 7.808 -2.561 -7.461  0.137
H 6.762 -1.147 -7.691  0.128
H 7.817 -0.616 -9.841  0.173
O -1.415 -5.176 -3.097  0.181
C -2.587 -5.185 -3.258  -0.548
O -3.388 -4.095 -3.187  0.065
C -4.709 -4.485 -3.578  -0.062
C -4.685 -5.970 -3.311  -0.312
F -5.461 -6.661 -4.183  0.073
O -3.326 -6.301 -3.534  0.130
H -4.853 -4.268 -4.637  0.149
H -5.457 -3.954 -3.003  0.111
H -4.960 -6.252 -2.292  0.172
O -9.271 3.059 6.574  0.196
C -9.028 2.646 5.495  -0.552
O -9.071 3.372 4.351  0.086
C -8.568 2.557 3.288  -0.052
C -8.800 1.166 3.830  -0.307
F -7.849 0.285 3.405  0.055
O -8.665 1.352 5.221  0.120
H -7.507 2.765 3.136  0.148
H -9.104 2.750 2.362  0.135
H -9.786 0.752 3.613  0.176
O -4.252 -2.111 4.887  0.188
C -5.252 -2.547 4.432  -0.541
O -6.453 -2.546 5.063  0.072
C -7.439 -3.017 4.141  -0.051
C -6.600 -3.810 3.166  -0.306
F -7.104 -3.758 1.907  0.073
O -5.363 -3.123 3.198  0.119
H -7.919 -2.167 3.656  0.124
H -8.190 -3.616 4.649  0.142
H -6.441 -4.853 3.444  0.175
O -3.767 3.545 3.728  0.170
C -4.113 2.921 4.674  -0.542
O -4.190 1.569 4.708  0.067
C -4.499 1.173 6.049  -0.044
C -5.149 2.423 6.596  -0.304
F -4.907 2.588 7.918  0.084
O -4.496 3.452 5.869  0.141
H -3.578 0.934 6.580  0.150
H -5.152 0.304 6.055  0.130
H -6.225 2.488 6.422  0.160
O 9.387 6.660 3.707  0.190
C 10.287 5.966 3.379  -0.546
O 11.388 5.711 4.118  0.084
C 12.161 4.718 3.437  -0.045
C 11.692 4.882 2.010  -0.308
F 11.701 3.707 1.335  0.077
O 10.350 5.310 2.178  0.103
H 11.915 3.730 3.828  0.147
H 13.225 4.901 3.563  0.142
H 12.240 5.631 1.435  0.176